# 1
Below is C22H20N5OPtS as an isolated structure, with properties calculated with the ωB97M-V functional and the def2-TZVPD basis.

Structure (XYZ):
```
50
Properties=species:S:1:pos:R:3:mulliken_charge:R:1
Pt 0.473 0.111 0.259 0.77
C 3.306 0.399 -2.918 -0.89
C 3.450 -0.864 -3.443 -0.51
C 2.725 -1.895 -2.851 -0.21
C 1.886 -1.639 -1.765 0.41
N 1.691 -0.365 -1.310 -0.23
C 2.409 0.609 -1.861 -0.05
N 1.371 -2.754 -1.182 -0.34
C 0.744 -2.854 -0.068 -0.05
N 0.365 -1.779 0.767 -0.34
C -0.303 -2.306 1.803 0.17
N -0.863 -1.613 2.792 -0.27
C -0.912 -0.306 2.940 0.54
C -1.459 0.107 4.186 -0.11
C -1.454 1.445 4.564 -0.66
C -0.918 2.333 3.667 -0.76
C -0.437 1.885 2.396 0.04
N -0.438 0.627 2.028 -0.16
C -0.358 -3.759 1.717 0.44
C -0.902 -4.716 2.544 -0.23
C -0.763 -6.048 2.138 -0.69
C -0.108 -6.390 0.953 -0.65
C 0.437 -5.419 0.125 -0.31
C 0.298 -4.098 0.530 0.39
H 3.864 1.241 -3.303 0.44
H 4.116 -1.058 -4.272 0.47
H 2.808 -2.921 -3.180 0.53
H 2.281 1.597 -1.444 0.78
H -1.843 -0.678 4.826 0.53
H -1.845 1.764 5.521 0.49
H -0.858 3.391 3.887 0.45
H -0.057 2.603 1.681 0.76
H -1.411 -4.462 3.464 0.54
H -1.173 -6.835 2.758 0.43
H -0.025 -7.433 0.680 0.44
H 0.947 -5.681 -0.793 0.55
O 0.309 2.051 -0.359 -0.66
S -0.500 2.326 -1.694 0.41
C -2.097 3.015 -1.223 -0.55
C -2.311 4.116 -2.257 -0.72
C -1.010 4.923 -2.284 -0.70
C 0.155 3.921 -2.274 -0.49
H -1.969 3.424 -0.218 0.26
H -2.844 2.224 -1.226 0.51
H -3.170 4.725 -1.982 0.37
H -2.525 3.683 -3.237 0.35
H -0.949 5.570 -1.410 0.32
H -0.952 5.556 -3.166 0.34
H 0.962 4.173 -1.584 0.39
H 0.575 3.741 -3.262 0.43
```

Output
HOMO energy (spin up / spin down) = -17.272 / -17.243 eV
Orbital gap (spin up / spin down) = 3.6 / 3.5 eV
DFT total energy = -46690.348 eV
Charge = +3

---

# 2
Below is C25H30F6IrN4OPS3 as an isolated structure at a distorted geometry, with properties calculated with the ωB97M-V functional and the def2-TZVPD basis.

Structure (XYZ):
```
71
Properties=species:S:1:pos:R:3:mulliken_spin:R:1
Ir -0.242 -0.317 0.407 -0.04
C -2.970 -0.817 -1.434 0.00
C -2.479 -2.204 -1.019 0.00
N -1.017 -2.223 -0.847 0.04
C -0.205 -2.380 -2.064 0.00
C -0.070 -1.133 -2.926 0.00
S 0.353 0.408 -2.004 0.04
C -1.100 1.455 -2.384 0.00
C -2.169 1.501 -1.290 0.00
N -2.328 0.215 -0.609 0.01
H -4.060 -0.778 -1.342 0.00
H -2.734 -0.635 -2.478 0.00
H -2.805 -2.940 -1.764 0.00
H -2.930 -2.466 -0.061 0.00
H -0.795 -3.027 -0.262 0.00
H -0.616 -3.177 -2.698 0.00
H 0.787 -2.688 -1.734 0.00
H -0.969 -0.938 -3.501 0.00
H 0.744 -1.288 -3.634 0.00
H -1.498 1.102 -3.333 0.00
H -0.704 2.457 -2.546 0.00
H -3.109 1.829 -1.752 0.00
H -1.883 2.234 -0.534 0.01
H -2.886 0.357 0.231 -0.01
N 3.441 -1.001 -0.198 0.00
C 2.790 -1.744 0.678 -0.01
N 1.496 -1.838 0.824 -0.01
C 1.158 -2.702 1.843 -0.01
C -0.120 -2.955 2.316 0.00
C -0.285 -3.837 3.372 0.00
C 0.810 -4.478 3.972 0.00
C 2.089 -4.234 3.533 0.00
C 2.271 -3.342 2.471 0.00
S 3.741 -2.802 1.791 0.00
H 2.952 -0.348 -0.795 0.00
H 4.452 -0.976 -0.196 0.00
H -0.968 -2.421 1.899 0.01
H -1.276 -4.034 3.748 0.00
H 0.645 -5.147 4.803 0.00
H 2.939 -4.703 4.004 0.00
F 0.720 0.070 2.532 0.02
P 1.728 0.340 3.952 0.00
F 0.392 1.010 4.569 0.00
F 2.591 0.640 5.200 0.00
F 1.271 -1.113 4.407 0.00
F 2.058 1.777 3.252 0.00
F 2.920 -0.313 3.085 0.00
O -0.698 1.923 1.217 -0.02
S -0.253 2.580 2.476 0.02
C 0.144 4.279 2.009 -0.05
C 0.059 4.699 0.689 0.12
C 0.280 6.034 0.397 0.20
C 0.646 6.918 1.405 -0.01
C 0.751 6.480 2.719 0.16
C 0.528 5.148 3.022 0.22
C -1.741 2.826 3.471 0.08
C -2.983 2.730 2.864 -0.03
C -4.110 3.024 3.614 0.05
C -3.987 3.350 4.958 0.06
C -2.737 3.416 5.557 -0.02
C -1.603 3.126 4.815 0.06
H -0.198 3.999 -0.089 0.08
H 0.170 6.380 -0.621 0.00
H 0.884 7.944 1.159 0.00
H 1.024 7.167 3.506 0.00
H 0.656 4.796 4.033 0.02
H -3.056 2.471 1.821 0.00
H -5.081 2.999 3.143 0.00
H -4.872 3.532 5.549 0.00
H -2.637 3.665 6.603 0.00
H -0.640 3.110 5.300 0.00
```

Output
HOMO energy (spin up / spin down) = -15.367 / -15.363 eV
Orbital gap (spin up / spin down) = 4.4 / 2.2 eV
DFT total energy = -95333.039 eV
Expectation value of S² = 1.064
Multiplicity = 2
ΔE to the lowest compared entry with this formula, charge and spin = 639.0 kJ/mol
Charge = +3

---

# 3
Below is one molecule with the formula C6H13N3O2S at a distorted geometry, with properties calculated with the ωB97M-V functional and the def2-TZVPD basis.

Structure (XYZ):
```
25
Properties=species:S:1:pos:R:3:mulliken_charge:R:1
N 1.644 -2.450 -0.043 -0.47
C 1.759 -1.099 0.280 0.20
S 2.114 -0.441 1.796 -0.30
N 1.496 -0.180 -0.804 -0.27
C 1.692 1.171 -0.826 -0.86
C 0.436 2.058 -0.119 -0.62
C -0.807 1.103 -0.513 -0.84
C -1.201 0.186 0.741 -0.13
N -2.117 0.684 1.762 -0.64
C -1.927 -1.128 0.019 0.52
O -3.190 -1.194 0.274 -0.65
O -1.077 -1.877 -0.754 -0.48
H 1.379 -3.301 0.802 0.34
H 1.307 -2.727 -1.128 0.26
H 1.741 -0.793 -1.668 0.29
H 2.621 1.471 -0.188 0.30
H 1.713 1.556 -1.841 0.45
H 0.202 3.138 -0.795 0.22
H 0.503 2.295 0.908 0.42
H -0.708 0.568 -1.536 0.50
H -1.767 1.688 -0.858 0.39
H -0.350 -0.232 1.060 0.29
H -3.144 0.345 1.543 0.35
H -1.942 0.303 2.834 0.30
H -0.377 -1.144 -0.943 0.43
```

Output
HOMO energy = -8.877 eV
Orbital gap = 8.8 eV
DFT total energy = -25828.986 eV
ΔE to the lowest compared entry with this formula, charge and spin = 529.0 kJ/mol

---

# 4
Below is C12H39N3O6 as an isolated structure at a distorted geometry, with properties calculated with the ωB97M-V functional and the def2-TZVPD basis.

Structure (XYZ):
```
60
Properties=species:S:1:pos:R:3:mulliken_charge:R:1
C -3.564 15.808 -15.976 -1.55
C -3.607 14.369 -15.491 0.40
C -4.000 14.336 -13.997 -0.73
O -4.058 13.024 -13.371 -0.47
C -4.516 13.206 -12.032 -0.51
N -4.656 13.734 -16.246 -0.71
H -3.072 15.860 -16.947 0.33
H -3.120 16.507 -15.267 0.36
H -4.573 16.142 -16.219 0.41
H -2.709 13.773 -15.656 0.33
H -4.962 14.802 -13.787 0.69
H -3.315 15.072 -13.575 0.09
H -5.591 13.385 -12.050 0.53
H -3.955 13.954 -11.473 0.63
H -4.339 12.275 -11.493 0.04
H -4.576 12.759 -15.997 0.32
H -5.540 14.096 -15.918 0.32
C -4.520 11.808 -7.713 -1.71
C -3.043 11.819 -7.917 0.84
C -2.374 10.521 -7.446 -1.00
O -2.721 10.123 -6.139 -0.37
C -3.718 9.066 -6.004 -0.61
N -2.814 12.174 -9.240 -0.24
H -5.024 12.744 -7.953 0.40
H -4.678 11.597 -6.655 0.50
H -5.056 11.057 -8.292 0.28
H -2.611 12.586 -7.275 0.14
H -1.292 10.437 -7.545 0.42
H -2.650 9.783 -8.199 0.39
H -4.579 9.523 -6.492 0.24
H -3.962 8.664 -5.021 0.25
H -3.415 8.175 -6.554 0.28
H -3.011 11.551 -10.011 0.32
H -3.298 13.041 -9.424 -0.79
C 0.072 14.836 -14.677 -1.56
C -0.738 15.309 -13.465 0.16
C -1.380 14.171 -12.693 -1.31
O -2.056 14.682 -11.488 -0.33
C -2.155 13.737 -10.462 -1.59
N 0.079 16.131 -12.518 -1.07
H 0.757 14.039 -14.388 0.42
H 0.667 15.654 -15.085 0.33
H -0.636 14.371 -15.363 0.37
H -1.533 16.031 -13.650 0.39
H -0.739 13.360 -12.348 0.85
H -1.984 13.689 -13.463 0.48
H -3.020 13.983 -9.846 0.77
H -1.267 13.821 -9.835 0.05
H -2.244 12.693 -10.760 0.95
H -0.633 16.499 -11.905 0.18
H 0.410 16.969 -12.974 0.73
O 2.025 15.073 -12.625 -0.75
H 1.115 15.360 -12.703 0.35
H 2.029 14.492 -11.865 0.29
O 0.524 17.806 -13.455 -0.41
H 0.190 18.662 -13.724 0.28
H 1.419 17.980 -13.163 0.36
O -3.376 16.065 -10.240 -0.77
H -2.641 16.064 -10.852 0.45
H -3.176 15.359 -9.625 0.56
```

Output
HOMO energy = -7.871 eV
Orbital gap = 7.9 eV
DFT total energy = -29819.004 eV
ΔE to the lowest compared entry with this formula, charge and spin = 1129.1 kJ/mol